[1]
# C27H41F8N2O6S

The ion C27H41F8N2O6S with charge +1 at a distorted geometry (ωB97M-V/def2-TZVPD, the Open Molecules 2025 dataset).

Summary:
structure (SMILES) = Cc1ccccc1C[C@@H]1O[C@H](CN)C[N@@+](CCOCC(F)(F)C(F)(F)C(F)(F)C(F)F)(C[C@H](C)O)[C@H]1CCCCS(=O)(=O)O
HOMO-LUMO gap = 8.48 eV
HOMO level = -10.97 eV
total charge = +1
calculated total energy = -76493.0863 eV

Each line ends with the Mulliken charge.
Cartesian coordinates (Å):
1 C 2.82 -3.79 3.65  -1.011
2 C 1.38 -4.39 3.61  0.699
3 C 1.16 -5.85 3.68  -0.799
4 C -0.16 -6.46 3.61  -0.576
5 C -1.35 -5.62 3.48  -0.787
6 C -1.15 -4.17 3.41  -0.469
7 C 0.19 -3.56 3.47  0.528
8 C 0.23 -1.98 3.33  -0.176
9 C -0.54 -1.62 2.01  0.563
10 O -0.08 -2.52 0.99  -0.386
11 C -0.47 -2.08 -0.34  -0.413
12 C 0.83 -1.79 -1.19  -0.236
13 N 1.80 -2.87 -0.88  -0.637
14 C -1.59 -0.98 -0.35  -0.554
15 N -1.32 0.28 0.44  1.990
16 C -0.60 1.29 -0.41  2.011
17 C -1.35 2.56 -0.93  -1.386
18 O -1.71 2.32 -2.31  -0.304
19 C -0.66 2.68 -3.20  -0.782
20 C -0.58 1.58 -4.35  0.839
21 F -0.25 0.34 -3.78  -0.311
22 F -1.78 1.40 -4.99  -0.326
23 C 0.63 1.98 -5.30  0.578
24 F 1.03 3.29 -5.17  -0.298
25 F 1.72 1.22 -4.88  -0.291
26 C 0.42 1.65 -6.82  0.584
27 F 1.65 1.92 -7.43  -0.302
28 F 0.22 0.30 -7.01  -0.273
29 C -0.65 2.54 -7.57  0.166
30 F -1.25 3.50 -6.77  -0.248
31 F -0.08 3.22 -8.64  -0.255
32 C -2.52 0.76 1.20  -0.776
33 C -3.95 0.66 0.56  0.031
34 C -4.20 0.98 -0.94  -1.080
35 O -4.81 1.52 1.34  -0.595
36 C -0.27 -0.15 1.48  -1.238
37 C -0.07 0.92 2.65  -0.688
38 C 1.48 1.02 3.05  -0.658
39 C 2.11 2.42 2.61  -1.055
40 C 2.82 2.37 1.20  -0.158
41 S 4.32 3.45 1.10  1.262
42 O 5.27 3.17 2.15  -0.581
43 O 4.88 3.26 -0.25  -0.645
44 O 3.78 5.01 1.13  -0.495
45 H 3.01 -3.26 2.68  0.154
46 H 3.53 -4.65 3.78  0.394
47 H 2.88 -3.12 4.55  0.281
48 H 2.03 -6.53 3.77  0.279
49 H -0.32 -7.56 3.63  0.343
50 H -2.36 -6.09 3.40  0.363
51 H -2.07 -3.55 3.28  0.245
52 H 1.30 -1.65 3.32  0.083
53 H -0.32 -1.56 4.21  0.346
54 H -1.64 -1.79 2.23  -0.171
55 H -0.94 -3.00 -0.80  0.580
56 H 1.29 -0.79 -0.97  -0.081
57 H 0.61 -1.87 -2.28  0.485
58 H 2.41 -2.59 -0.11  0.176
59 H 2.36 -3.02 -1.72  0.290
60 H -1.81 -0.76 -1.44  0.113
61 H -2.51 -1.52 0.02  0.476
62 H 0.36 1.67 0.05  -1.418
63 H -0.25 0.74 -1.32  -0.265
64 H -0.61 3.41 -0.98  0.423
65 H -2.21 2.95 -0.33  0.505
66 H -0.94 3.64 -3.70  0.520
67 H 0.37 2.69 -2.74  0.349
68 H -1.45 1.85 -7.95  0.243
69 H -2.39 1.83 1.52  0.551
70 H -2.60 0.18 2.16  0.212
71 H -4.35 -0.37 0.77  0.415
72 H -4.20 2.10 -1.08  0.269
73 H -5.24 0.66 -1.20  0.417
74 H -3.52 0.51 -1.69  0.145
75 H -4.71 2.44 1.02  0.412
76 H 0.76 -0.19 1.03  0.234
77 H -0.69 0.68 3.56  0.577
78 H -0.34 1.96 2.32  0.384
79 H 1.52 1.02 4.16  0.296
80 H 2.09 0.17 2.64  0.427
81 H 2.88 2.76 3.36  0.577
82 H 1.32 3.22 2.58  0.307
83 H 2.13 2.80 0.42  -0.119
84 H 3.13 1.35 0.86  0.348
85 H 4.11 5.46 0.33  0.370

=====

[2]
# C43H37Br2Cl5N4O3Sb2Y

A structure of composition C43H37Br2Cl5N4O3Sb2Y (ωB97M-V/def2-TZVPD, the Open Molecules 2025 dataset).

Summary:
relative energy (zero: lowest compared OMol25 entry of this formula, charge and spin) = 1.1 kcal per mole
HOMO-LUMO gap = 6.96 eV
HOMO level = -10.46 eV
total charge = +1
calculated total energy = -274111.0539 eV

Each line ends with the Mulliken charge.
Cartesian coordinates (Å):
1 Y -0.13 -0.70 0.26  -0.059
2 C 4.26 0.75 -1.04  -1.334
3 Sb 2.73 0.73 0.41  0.480
4 C 2.33 2.82 0.51  -1.369
5 C 3.94 0.51 2.19  -1.569
6 C 4.53 -0.87 2.30  0.637
7 C 5.63 -1.18 1.50  -0.310
8 C 6.22 -2.43 1.51  -0.873
9 C 5.71 -3.42 2.35  -0.897
10 C 4.63 -3.12 3.17  -0.484
11 C 4.03 -1.86 3.17  0.812
12 C 2.88 -1.62 4.09  -1.674
13 Sb 1.00 -1.87 3.08  0.824
14 C 0.98 -4.00 2.98  -1.375
15 C -0.33 -1.57 4.71  -1.327
16 H 5.05 1.43 -0.72  0.417
17 H 3.81 1.10 -1.97  0.429
18 H 4.68 -0.24 -1.20  0.381
19 H 3.14 3.32 1.04  0.673
20 H 1.39 3.04 1.01  0.333
21 H 2.28 3.19 -0.51  0.330
22 H 3.34 0.78 3.06  0.476
23 H 4.74 1.25 2.12  0.682
24 H 6.05 -0.41 0.86  0.495
25 H 7.08 -2.63 0.88  0.443
26 H 6.17 -4.40 2.39  0.440
27 H 4.26 -3.87 3.85  0.431
28 H 2.91 -0.63 4.54  0.603
29 H 2.90 -2.34 4.91  0.721
30 H 0.87 -4.42 3.97  0.497
31 H 1.92 -4.34 2.54  0.356
32 H 0.15 -4.33 2.35  0.388
33 H 0.06 -2.09 5.59  0.559
34 H -1.31 -1.98 4.46  0.364
35 H -0.43 -0.51 4.93  0.361
36 Cl -5.83 0.77 4.85  -0.182
37 C -4.63 0.09 3.83  0.357
38 C -3.50 0.83 3.49  -0.182
39 Cl -3.29 2.43 4.07  -0.178
40 C -2.54 0.25 2.67  1.167
41 Cl -1.11 1.16 2.22  -0.199
42 C -2.65 -1.05 2.17  -1.138
43 O -1.71 -1.53 1.39  -0.267
44 C -3.79 -1.77 2.52  0.546
45 Cl -3.93 -3.37 1.91  -0.194
46 C -4.76 -1.21 3.35  0.323
47 Cl -6.15 -2.14 3.76  -0.175
48 Br 3.63 -6.32 -2.17  -0.131
49 C 2.70 -4.82 -1.55  -0.589
50 C 3.20 -4.05 -0.52  -1.047
51 C 2.45 -2.97 -0.10  -0.737
52 N 1.28 -2.61 -0.63  0.572
53 C 0.81 -3.35 -1.65  0.786
54 C 1.48 -4.47 -2.13  -0.790
55 C -0.49 -2.93 -2.24  0.593
56 C -0.99 -3.46 -3.43  -0.924
57 C -2.22 -3.01 -3.88  -0.319
58 Br -2.92 -3.69 -5.48  -0.132
59 C -2.93 -2.07 -3.15  -0.940
60 C -2.35 -1.59 -1.99  -0.213
61 N -1.15 -2.00 -1.56  0.409
62 H 4.14 -4.27 -0.04  0.628
63 H 2.83 -2.35 0.70  0.769
64 H 1.08 -5.06 -2.93  0.468
65 H -0.44 -4.19 -4.00  0.460
66 H -3.89 -1.71 -3.47  0.525
67 H -2.85 -0.85 -1.38  0.676
68 O 1.42 1.16 -2.38  -0.729
69 C 0.31 1.59 -2.11  -0.844
70 N -0.30 2.67 -2.66  0.211
71 C -1.64 2.89 -2.15  3.265
72 C -1.72 1.69 -1.17  -1.213
73 O -2.70 1.38 -0.52  -0.580
74 N -0.53 1.04 -1.15  1.686
75 C -2.66 2.84 -3.27  -0.417
76 C -2.61 3.85 -4.23  -0.388
77 C -3.47 3.85 -5.31  -0.950
78 C -4.41 2.84 -5.45  -0.508
79 C -4.48 1.84 -4.50  -1.120
80 C -3.61 1.84 -3.41  0.328
81 C -1.77 4.16 -1.32  -0.392
82 C -0.67 4.95 -1.02  -0.277
83 C -0.81 6.09 -0.24  -0.953
84 C -2.06 6.43 0.26  -0.480
85 C -3.16 5.64 -0.03  -0.922
86 C -3.02 4.51 -0.82  -0.190
87 H 0.09 3.11 -3.48  0.267
88 H -1.90 4.67 -4.11  0.419
89 H -3.41 4.65 -6.05  0.413
90 H -5.09 2.84 -6.29  0.407
91 H -5.23 1.06 -4.59  0.446
92 H -3.71 1.07 -2.66  0.529
93 H 0.31 4.68 -1.41  0.388
94 H 0.05 6.71 -0.02  0.440
95 H -2.17 7.32 0.87  0.433
96 H -4.14 5.91 0.36  0.453
97 H -3.88 3.90 -1.04  0.481

=====

[3]
# C5H11NO

The molecule C5H11NO at a distorted geometry (ωB97M-V/def2-TZVPD, the Open Molecules 2025 dataset).

Summary:
structure (SMILES) = CNCCCC=O
relative energy (zero: lowest compared OMol25 entry of this formula, charge and spin) = 64.2 kcal per mole
HOMO-LUMO gap = 9.96 eV
HOMO level = -9.31 eV
calculated total energy = -8898.9135 eV

Each line ends with the natural charge from an NBO analysis.
Cartesian coordinates (Å):
1 C 1.91 0.61 -0.81  -0.443
2 N 1.72 -0.38 0.31  -0.609
3 C 0.54 0.03 1.19  -0.242
4 C -0.67 0.76 0.57  -0.414
5 C -1.39 -0.04 -0.50  -0.527
6 C -1.67 -1.47 -0.10  0.433
7 O -0.93 -2.33 0.39  -0.542
8 H 1.73 1.67 -0.44  0.189
9 H 3.00 0.72 -1.19  0.215
10 H 1.12 0.49 -1.70  0.167
11 H 1.27 -1.21 -0.22  0.355
12 H 0.89 0.78 1.85  0.188
13 H -0.01 -0.79 1.74  0.225
14 H -1.40 1.02 1.38  0.216
15 H -0.35 1.74 0.07  0.208
16 H -0.66 -0.16 -1.37  0.237
17 H -2.37 0.40 -0.89  0.232
18 H -2.72 -1.85 -0.29  0.111

=====

[4]
# C3H10N2O

A cluster of 2 separate species, C3H10N2O in total at a distorted geometry (ωB97M-V/def2-TZVPD, the Open Molecules 2025 dataset).

Summary:
structure (SMILES) = CC/N=C\N.O
relative energy (zero: lowest compared OMol25 entry of this formula, charge and spin) = 28.2 kcal per mole
HOMO-LUMO gap = 10.06 eV
HOMO level = -9.34 eV
calculated total energy = -8300.2798 eV

Each line ends with the natural charge from an NBO analysis.
Cartesian coordinates (Å):
1 C 0.26 2.03 0.67  -0.607
2 C -0.06 0.73 1.39  -0.245
3 N -1.10 0.04 0.66  -0.478
4 C -0.97 -0.99 -0.06  0.247
5 N 0.12 -1.83 -0.20  -0.873
6 H -0.70 2.54 0.54  0.214
7 H 0.69 1.91 -0.32  0.211
8 H 0.89 2.66 1.29  0.208
9 H -0.42 0.85 2.43  0.205
10 H 0.89 0.16 1.45  0.147
11 H -1.90 -1.22 -0.56  0.187
12 H 0.87 -1.93 0.46  0.399
13 H 0.00 -2.71 -0.66  0.396
14 O 0.60 -0.78 -2.75  -0.948
15 H 0.97 -1.20 -1.97  0.475
16 H -0.15 -0.28 -2.37  0.463

=====

[5]
# C6H7O

The ion C6H7O with charge +1 at a distorted geometry (ωB97M-V/def2-TZVPD, the Open Molecules 2025 dataset).

Summary:
spin multiplicity = 3
relative energy (zero: lowest compared OMol25 entry of this formula, charge and spin) = 78.4 kcal per mole
HOMO-LUMO gap (spin up / spin down) = 7.74 / 6.57 eV
expectation value of S² = 2.007
HOMO level (spin up / spin down) = -12.55 / -14.99 eV
total charge = +1
calculated total energy = -8367.6252 eV

Each line ends with the Löwdin spin population.
Cartesian coordinates (Å):
1 C 0.73 -1.80 0.59  0.665
2 C -1.27 0.50 -0.12  0.011
3 C 1.13 0.41 0.14  0.340
4 C -2.48 0.06 -0.39  -0.004
5 C 1.73 1.29 -0.76  0.561
6 C -0.20 0.86 0.51  0.058
7 O 1.55 -0.88 0.19  0.227
8 H 0.89 -2.86 0.62  0.037
9 H -2.49 -0.89 -0.02  0.000
10 H -3.08 0.61 -1.10  0.000
11 H 2.62 0.93 -1.31  0.022
12 H 1.30 2.31 -0.71  0.021
13 H -0.12 0.94 1.65  0.025
14 H -0.31 -1.49 0.70  0.037

=====

[6]
# C2H2N4O2

The molecule C2H2N4O2 at a distorted geometry (ωB97M-V/def2-TZVPD, the Open Molecules 2025 dataset).

Summary:
structure (SMILES) = O=c1nn[nH][nH]c1=O
relative energy (zero: lowest compared OMol25 entry of this formula, charge and spin) = 113.6 kcal per mole
HOMO-LUMO gap = 8.97 eV
HOMO level = -10.25 eV
calculated total energy = -12157.8201 eV

Each line ends with the natural charge from an NBO analysis.
Cartesian coordinates (Å):
1 O 1.56 1.54 0.18  -0.429
2 C 0.58 0.85 0.06  0.503
3 N -0.73 1.39 -0.16  -0.292
4 N -1.77 0.64 -0.16  0.080
5 N -1.63 -0.68 -0.02  -0.270
6 N -0.41 -1.34 0.36  -0.451
7 C 0.74 -0.64 -0.05  0.530
8 O 1.76 -1.32 -0.23  -0.506
9 H -2.52 -0.86 0.46  0.410
10 H -0.22 -2.16 -0.38  0.423

=====

[7]
# C9H8IN

The molecule C9H8IN at a distorted geometry (ωB97M-V/def2-TZVPD, the Open Molecules 2025 dataset).

Summary:
relative energy (zero: lowest compared OMol25 entry of this formula, charge and spin) = 81.7 kcal per mole
HOMO-LUMO gap (spin up / spin down) = 6.62 / 7.24 eV
HOMO level (spin up / spin down) = -7.90 / -8.41 eV
calculated total energy = -19048.3961 eV

Each line ends with the natural charge from an NBO analysis.
Cartesian coordinates (Å):
1 C 3.84 0.85 -1.08  0.153
2 C -3.23 -0.33 -1.19  -0.211
3 C -2.31 0.64 -1.54  -0.194
4 C -2.91 -1.45 -0.58  -0.199
5 C -0.98 0.48 -1.30  -0.289
6 C -1.54 -1.65 -0.15  -0.275
7 C -0.61 -0.63 -0.53  -0.068
8 C 3.57 0.86 1.26  -0.686
9 C 3.50 0.11 0.02  -0.278
10 N 4.29 1.29 -2.06  -0.296
11 I 1.75 -1.16 -0.26  0.544
12 H -4.29 -0.24 -1.45  0.218
13 H -2.57 1.59 -1.96  0.220
14 H -3.63 -2.18 -0.25  0.221
15 H -0.29 1.30 -1.42  0.229
16 H -1.15 -2.33 0.56  0.223
17 H 4.37 1.64 1.35  0.243
18 H 3.72 0.28 2.09  0.218
19 H 2.64 1.39 1.51  0.228

=====

[8]
# C23H52BiP4Se

A structure of composition C23H52BiP4Se at a distorted geometry (ωB97M-V/def2-TZVPD, the Open Molecules 2025 dataset).

Summary:
relative energy (zero: lowest compared OMol25 entry of this formula, charge and spin) = 40.1 kcal per mole
HOMO-LUMO gap = 5.07 eV
HOMO level = -15.48 eV
total charge = +3
calculated total energy = -133008.9995 eV

Each line ends with the Mulliken charge.
Cartesian coordinates (Å):
1 Bi 0.64 -0.17 -0.01  1.821
2 P 3.25 -0.58 0.62  0.544
3 P 0.89 2.15 -1.59  0.508
4 P -0.51 -2.26 1.45  0.516
5 H -2.09 -0.01 -2.86  0.203
6 C -2.77 -0.55 -2.17  -0.281
7 C -3.69 0.15 -1.48  -0.878
8 H -3.84 1.21 -1.70  0.296
9 C 3.98 -1.70 -0.62  -1.116
10 C 4.22 0.94 0.64  -0.984
11 C 3.39 -1.40 2.22  -0.959
12 C -0.61 2.84 -2.35  -0.972
13 C 1.66 3.60 -0.84  -1.096
14 C 1.93 1.83 -3.06  -1.268
15 C -2.31 -2.46 1.32  -1.078
16 C -0.21 -2.43 3.22  -1.106
17 C 0.10 -3.85 0.78  -1.048
18 H -2.63 -1.63 -2.03  0.452
19 H -4.31 -0.34 -0.72  0.296
20 H 5.05 -1.90 -0.46  0.492
21 H 3.83 -1.25 -1.60  0.356
22 H 3.42 -2.64 -0.61  0.316
23 H 5.30 0.79 0.74  0.526
24 H 3.87 1.57 1.47  0.285
25 H 4.03 1.47 -0.30  0.249
26 H 4.42 -1.68 2.49  0.539
27 H 2.77 -2.31 2.19  0.221
28 H 2.99 -0.73 2.99  0.249
29 H -0.29 3.40 -3.25  0.487
30 H -1.09 3.52 -1.63  0.320
31 H -1.33 2.05 -2.62  0.043
32 H 1.99 4.29 -1.64  0.483
33 H 2.53 3.32 -0.24  0.256
34 H 0.92 4.09 -0.18  0.303
35 H 1.93 2.74 -3.70  0.492
36 H 1.54 0.97 -3.63  0.361
37 H 2.97 1.61 -2.75  0.348
38 H -2.53 -3.51 1.57  0.515
39 H -2.67 -2.22 0.30  0.102
40 H -2.80 -1.78 2.03  0.349
41 H -0.52 -3.44 3.53  0.466
42 H -0.80 -1.68 3.77  0.377
43 H 0.85 -2.27 3.46  0.259
44 H -0.46 -4.67 1.27  0.525
45 H 1.17 -3.96 0.98  0.308
46 H -0.06 -3.89 -0.32  0.305
47 C -0.45 -2.85 -4.09  0.754
48 C -1.68 -2.31 -4.54  0.072
49 C -2.39 -2.85 -5.62  -0.712
50 C -1.85 -3.93 -6.34  -0.436
51 C -0.56 -4.43 -5.99  -0.650
52 C 0.13 -3.89 -4.87  -0.712
53 Se 0.58 -2.31 -2.49  -0.046
54 H -0.40 -1.32 -1.76  -0.301
55 H -2.09 -1.46 -4.01  0.247
56 H -3.38 -2.45 -5.90  0.399
57 H -2.41 -4.38 -7.17  0.390
58 H -0.09 -5.25 -6.57  0.381
59 H 1.13 -4.28 -4.60  0.272
60 C -2.15 3.83 1.37  -1.285
61 C -0.83 3.47 2.04  -1.070
62 P -0.44 1.65 2.16  0.433
63 C 1.02 1.69 3.37  0.058
64 C 0.89 2.66 4.53  -1.362
65 C -2.00 1.05 3.03  -0.321
66 C -2.39 1.87 4.25  -1.381
67 H -2.20 3.54 0.31  0.087
68 H -2.28 4.92 1.48  0.444
69 H -2.99 3.32 1.89  0.342
70 H 0.03 3.95 1.56  0.751
71 H -0.86 3.88 3.06  0.424
72 H 1.21 0.65 3.72  0.231
73 H 1.88 1.98 2.73  0.022
74 H 0.16 2.32 5.27  0.278
75 H 1.85 2.79 5.04  0.421
76 H 0.58 3.66 4.22  0.304
77 H -2.79 1.10 2.25  0.459
78 H -1.90 -0.03 3.28  0.105
79 H -2.43 2.94 4.03  0.337
80 H -3.37 1.55 4.63  0.426
81 H -1.66 1.74 5.05  0.257

=====

Look up the calculated total energy of the fifth one.
-8367.6252 eV

=====

calculated total energy of number 6 (C2H2N4O2)?
-12157.8201 eV

=====

Among the records above, which one has the lowest calculated total energy?
C43H37Br2Cl5N4O3Sb2Y